# 1
The following is a DFT calculation (the ωB97M-V functional and the def2-TZVPD basis) of a 2-piece molecular cluster, C27H59Br2N7P overall at a distorted geometry.

Values from the calculation:
Energy   -188753.420 eV
HOMO-LUMO gap   0.275 Eh
Max |F|   2.641 eV/A

Structure (ORCA input):
```
! RIJCOSX wB97M-V def2-TZVPD def2/J DEFGRID3
* xyz 1 1
C 5.85 -0.02 -4.13
C 6.39 0.82 -2.97
C 7.04 -0.09 -1.92
C 5.99 -0.71 -0.98
C 6.13 -2.23 -0.83
C 5.19 -2.79 0.24
C 3.87 -3.32 -0.35
C 2.73 -3.34 0.68
C 1.36 -2.97 0.07
C 0.75 -1.76 0.79
N -0.32 -1.10 0.01
C -1.30 -1.93 -0.41
N -1.14 -2.54 -1.61
N -2.43 -2.15 0.28
C -2.97 -0.98 1.10
C -4.48 -1.00 0.85
C -4.97 -0.52 -0.53
C -6.49 -0.35 -0.49
N -6.86 0.74 0.42
N -2.57 -1.22 2.46
C -3.48 -1.96 3.34
C -3.68 -3.43 2.95
C -2.31 0.32 0.54
C -2.98 1.51 1.24
N -2.37 2.83 0.99
C -0.77 0.27 0.61
N -0.23 0.40 1.91
C 0.04 1.46 2.58
C -0.66 1.76 3.88
C 1.15 2.44 2.28
P -0.02 1.50 -0.65
C -0.62 0.96 -2.32
C 1.77 1.08 -0.77
H 5.34 -0.90 -3.75
H 6.67 -0.35 -4.77
H 5.15 0.56 -4.73
H 7.11 1.54 -3.35
H 5.56 1.36 -2.51
H 7.58 -0.90 -2.41
H 7.73 0.50 -1.32
H 4.98 -0.50 -1.34
H 6.10 -0.25 0.01
H 6.01 -2.72 -1.80
H 7.16 -2.41 -0.52
H 5.70 -3.58 0.78
H 4.98 -1.99 0.96
H 4.08 -4.32 -0.71
H 3.61 -2.73 -1.23
H 2.66 -4.35 1.10
H 2.98 -2.63 1.46
H 0.68 -3.81 0.00
H 1.54 -2.64 -0.96
H 1.58 -1.08 0.95
H 0.36 -2.13 1.75
H -0.66 -2.08 -2.36
H -1.54 -3.46 -1.73
H -3.16 -2.54 -0.30
H -4.89 -2.00 1.01
H -4.92 -0.36 1.61
H -4.78 -1.29 -1.28
H -4.57 0.44 -0.82
H -6.83 -0.04 -1.48
H -6.99 -1.28 -0.23
H -6.92 0.41 1.37
H -7.75 1.14 0.16
H -2.30 -0.36 2.92
H -3.00 -1.97 4.31
H -4.45 -1.46 3.52
H -4.63 -3.62 2.46
H -3.66 -4.03 3.86
H -2.85 -3.76 2.33
H -2.56 0.42 -0.51
H -3.08 1.39 2.32
H -4.01 1.53 0.86
H -2.29 2.96 -0.01
H -2.99 3.56 1.32
H -1.35 0.98 4.18
H -1.14 2.73 3.76
H 0.07 1.87 4.68
H 1.42 2.99 3.18
H 2.03 1.87 1.99
H 0.85 3.16 1.52
H -0.93 1.82 -2.90
H -1.42 0.22 -2.25
H 0.19 0.48 -2.86
H 2.18 0.79 0.20
H 2.31 1.95 -1.11
H 1.95 0.25 -1.46
Br -0.50 5.00 -0.28
C -0.87 6.35 -1.63
C -2.27 6.21 -2.16
Br -2.43 4.69 -3.38
H -0.11 6.25 -2.40
H -0.75 7.31 -1.14
H -2.55 7.08 -2.75
H -3.00 6.05 -1.37
*
```

Atomic partial charges in e from the Mulliken method, atoms 1 to 2:
1. C -1.10
2. C -0.41

=====

# 2
The following is a DFT calculation (the ωB97M-V functional and the def2-TZVPD basis) of a 8-piece molecular cluster, C27H59ClN6O11 overall at a distorted geometry.

Values from the calculation:
Energy   -72931.015 eV
HOMO-LUMO gap   0.114 Eh
Max |F|   8.198 eV/A

Structure (ORCA input):
```
! RIJCOSX wB97M-V def2-TZVPD def2/J DEFGRID3
* xyz 0 1
C -2.04 5.73 -0.95
C -2.40 4.20 -1.03
C -3.94 4.14 -0.76
C -4.51 2.84 -1.28
C -4.25 2.71 -2.77
C -2.77 2.57 -3.09
N -2.14 3.78 -2.47
O -0.96 4.15 -2.90
C -2.68 2.61 -4.65
C -2.12 1.23 -2.66
C -1.58 3.33 -0.05
H -2.12 6.27 -0.01
H -2.52 6.36 -1.70
H -0.99 5.84 -1.19
H -4.53 4.99 -1.08
H -4.04 4.24 0.33
H -5.56 2.77 -0.99
H -4.17 1.95 -0.74
H -4.70 3.57 -3.26
H -4.76 1.85 -3.19
H -1.67 2.64 -5.04
H -3.32 3.41 -5.03
H -3.19 1.72 -5.02
H -1.76 1.05 -1.64
H -1.15 1.14 -3.15
H -2.84 0.40 -2.72
H -0.56 3.18 -0.41
H -2.01 2.33 0.02
H -1.57 3.79 0.93
Cl 0.92 -0.25 -0.72
O 1.18 1.11 -0.99
O 0.54 -1.04 -1.87
O 1.97 -0.87 0.09
O -0.20 -0.15 0.20
O -3.51 -2.14 0.58
C -3.45 -2.41 -0.62
N -2.26 -2.35 -1.22
C -4.59 -3.07 -1.46
H -2.06 -2.99 -1.97
H -1.56 -1.85 -0.70
H -5.39 -3.56 -0.91
H -4.23 -3.82 -2.17
H -4.99 -2.24 -2.05
O 1.15 5.53 0.24
C 1.75 4.71 -0.42
N 2.48 3.75 0.18
C 1.84 4.66 -1.92
H 2.30 2.82 -0.17
H 2.49 3.84 1.19
H 1.29 5.54 -2.28
H 1.43 3.75 -2.34
H 2.88 4.73 -2.26
O 2.66 2.71 3.73
C 2.15 1.84 3.03
N 2.78 1.26 2.01
C 0.68 1.46 3.34
H 3.77 1.30 1.80
H 2.23 0.55 1.55
H 0.53 1.33 4.41
H 0.42 0.58 2.74
H -0.02 2.22 3.01
O 1.21 -4.96 -4.45
C 1.57 -5.30 -3.34
N 1.59 -4.43 -2.32
C 2.05 -6.70 -3.07
H 1.30 -3.50 -2.58
H 2.39 -4.48 -1.70
H 3.13 -6.84 -3.09
H 1.67 -7.22 -3.95
H 1.78 -7.13 -2.11
C 2.17 -2.54 3.57
C 0.76 -3.05 3.68
N 0.50 -3.64 5.01
C -0.54 -4.65 4.95
C -1.98 -4.08 4.63
C 0.33 -2.68 6.06
C 0.26 -3.30 7.51
H 2.90 -3.16 4.09
H 2.36 -1.50 3.84
H 2.49 -2.48 2.52
H 0.01 -2.30 3.42
H 0.85 -3.90 2.99
H -0.29 -5.41 4.21
H -0.64 -5.20 5.88
H -2.19 -3.31 5.37
H -2.01 -3.50 3.70
H -2.81 -4.79 4.59
H -0.39 -1.89 5.81
H 1.24 -2.07 6.12
H 0.87 -4.21 7.53
H -0.78 -3.58 7.64
H 0.64 -2.60 8.24
O 5.32 0.56 -0.19
C 5.07 0.49 -1.37
O 4.94 1.61 -2.04
C 4.52 1.31 -3.39
C 4.18 -0.17 -3.44
C 4.81 -0.76 -2.16
H 5.27 1.51 -4.16
H 3.56 1.80 -3.55
H 4.52 -0.54 -4.41
H 3.11 -0.37 -3.44
H 5.74 -1.27 -2.40
H 4.17 -1.50 -1.69
*
```

Atomic partial charges in e from the Mulliken method, atoms 1 to 2:
1. C -1.51
2. C 1.58